{
  "formula": "C44H65N2O5P3SiTi",
  "method": "ωB97M-V/def2-TZVPD",
  "e_homo_ha": [-0.3719, -0.3692],
  "charge": 1,
  "energy_ev": -118756.8122,
  "lumo_ev": [-2.9, -3.3],
  "s2": 0.76,
  "spin_multiplicity": 2,
  "de_lowest_kcal_mol": 35.3,
  "gap_ev": [7.230, 6.749],
  "species": ["Ti", "C", "C", "C", "P", "C", "C", "C", "C", "C", "C", "C", "C", "C", "Si", "C", "C", "C", "C", "C", "C", "P", "C", "C", "C", "C", "C", "C", "C", "C", "C", "C", "C", "C", "P", "C", "C", "C", "C", "C", "C", "H", "H", "H", "H", "H", "H", "H", "H", "H", "H", "H", "H", "H", "H", "H", "H", "H", "H", "H", "H", "H", "H", "H", "H", "H", "H", "H", "H", "H", "H", "H", "H", "H", "H", "H", "H", "H", "H", "H", "H", "H", "H", "H", "H", "H", "H", "H", "H", "H", "H", "H", "H", "H", "H", "O", "C", "O", "C", "O", "C", "C", "O", "O", "H", "H", "H", "H", "H", "C", "N", "C", "C", "N", "C", "H", "H", "H", "H", "H", "H"],
  "positions_angstrom": [[0.639, -1.732, -0.528], [2.750, 2.476, 4.409], [2.303, 1.347, 3.482], [1.102, 0.621, 4.099], [1.888, 1.643, 1.672], [3.153, 2.884, 1.026], [4.558, 2.326, 1.269], [3.075, 4.356, 1.422], [0.323, 2.598, 1.692], [0.110, 3.740, 2.467], [-1.075, 4.450, 2.374], [-2.064, 4.028, 1.498], [-1.877, 2.874, 0.758], [-0.696, 2.132, 0.846], [-0.515, 0.551, -0.229], [-2.433, 0.084, -0.396], [-3.050, 0.479, -1.591], [-4.369, 0.185, -1.900], [-5.138, -0.515, -0.991], [-4.585, -0.870, 0.226], [-3.260, -0.581, 0.558], [-2.678, -1.019, 2.261], [-3.732, -2.537, 2.674], [-3.634, -3.736, 1.730], [-3.427, -2.986, 4.105], [-3.649, 0.159, 3.388], [-3.305, 1.603, 3.055], [-5.167, 0.014, 3.486], [-0.053, 1.451, -1.918], [-0.721, 2.624, -2.288], [-0.458, 3.289, -3.474], [0.514, 2.801, -4.335], [1.234, 1.678, -3.971], [0.962, 1.002, -2.777], [1.993, -0.411, -2.260], [3.529, 0.483, -1.640], [4.750, -0.437, -1.547], [3.917, 1.742, -2.412], [2.566, -1.230, -3.847], [3.142, -2.622, -3.555], [1.484, -1.388, -4.925], [3.055, 2.038, 5.363], [1.938, 3.169, 4.620], [3.601, 3.032, 4.020], [3.134, 0.635, 3.404], [0.296, 1.331, 4.295], [1.380, 0.156, 5.047], [0.711, -0.147, 3.428], [2.953, 2.845, -0.053], [4.857, 2.462, 2.309], [5.285, 2.848, 0.645], [4.621, 1.259, 1.038], [3.277, 4.516, 2.481], [2.105, 4.785, 1.180], [3.830, 4.908, 0.856], [0.875, 4.087, 3.144], [-1.226, 5.336, 2.978], [-2.989, 4.584, 1.414], [-2.690, 2.520, 0.135], [-2.481, 1.058, -2.310], [-4.795, 0.507, -2.843], [-6.168, -0.760, -1.215], [-5.217, -1.378, 0.943], [-4.767, -2.198, 2.640], [-2.732, -4.315, 1.919], [-3.649, -3.432, 0.683], [-4.481, -4.402, 1.907], [-2.444, -3.459, 4.168], [-4.165, -3.723, 4.427], [-3.451, -2.162, 4.819], [-3.220, -0.058, 4.373], [-3.699, 1.871, 2.075], [-2.228, 1.760, 3.051], [-3.746, 2.278, 3.792], [-5.642, 0.082, 2.507], [-5.552, 0.839, 4.088], [-5.476, -0.909, 3.976], [-1.463, 3.038, -1.620], [-1.003, 4.191, -3.720], [0.727, 3.306, -5.268], [2.032, 1.338, -4.619], [3.217, 0.786, -0.633], [5.158, -0.623, -2.541], [4.536, -1.396, -1.083], [5.533, 0.048, -0.961], [4.202, 1.512, -3.440], [4.787, 2.191, -1.927], [3.121, 2.483, -2.428], [3.359, -0.584, -4.235], [2.376, -3.262, -3.119], [3.983, -2.606, -2.867], [3.475, -3.077, -4.489], [0.873, -2.271, -4.728], [1.970, -1.540, -5.890], [0.828, -0.524, -5.010], [0.354, -4.621, 0.633], [0.141, -3.331, 0.866], [-0.768, -2.687, 0.255], [0.880, -2.744, 2.037], [1.536, -1.559, 1.567], [2.951, -1.759, 1.429], [3.202, -2.775, 0.296], [4.170, -3.493, 0.294], [2.258, -2.726, -0.599], [-0.265, -4.944, -0.038], [0.164, -2.443, 2.804], [1.592, -3.467, 2.435], [3.371, -0.791, 1.149], [3.400, -2.095, 2.363], [-2.706, -1.719, -4.947], [-1.794, -2.264, -3.959], [-1.468, -3.582, -3.774], [-0.576, -3.613, -2.748], [-0.351, -2.327, -2.306], [-1.103, -1.546, -3.066], [-3.333, -2.513, -5.343], [-2.156, -1.262, -5.769], [-3.340, -0.966, -4.483], [-1.883, -4.369, -4.378], [-0.058, -4.463, -2.337], [-1.138, -0.473, -3.018]]
}

=====

{
  "formula": "C44H66AlBN3O2P2S3",
  "method": "ωB97M-V/def2-TZVPD",
  "e_homo_ha": [-0.2212, -0.3038],
  "energy_ev": -113625.4663,
  "lumo_ev": [0.2, 0.1],
  "s2": 0.77,
  "spin_multiplicity": 2,
  "gap_ev": [6.219, 8.366],
  "species": ["Al", "C", "C", "C", "C", "C", "C", "C", "C", "C", "C", "C", "C", "C", "C", "C", "C", "C", "C", "C", "C", "C", "P", "C", "C", "C", "C", "C", "C", "C", "C", "H", "H", "H", "H", "H", "H", "H", "H", "H", "H", "H", "H", "H", "H", "H", "H", "H", "H", "H", "H", "H", "H", "H", "H", "H", "H", "H", "H", "H", "H", "H", "H", "H", "H", "H", "H", "H", "H", "H", "H", "H", "H", "H", "H", "H", "C", "C", "O", "P", "S", "S", "O", "C", "C", "H", "H", "H", "H", "H", "H", "H", "H", "H", "H", "S", "C", "C", "C", "N", "C", "C", "C", "C", "C", "N", "C", "C", "H", "H", "H", "H", "H", "H", "H", "H", "B", "C", "N", "H", "H", "H"],
  "positions_angstrom": [[-0.453, 1.300, -2.049], [0.610, 1.071, 5.602], [-0.627, 0.725, 4.779], [-1.573, -0.171, 5.590], [-0.311, 0.059, 3.457], [0.845, -0.649, 3.222], [1.067, -1.343, 2.033], [2.328, -2.177, 2.022], [3.589, -1.332, 2.214], [2.250, -3.292, 3.070], [0.122, -1.327, 0.986], [-1.119, -0.642, 1.246], [-1.263, 0.044, 2.450], [-2.469, -0.649, 0.477], [-3.748, -0.591, -1.804], [-3.297, -1.898, 0.907], [0.270, -2.097, -0.332], [-0.752, -3.033, -0.529], [-1.087, -3.556, -1.767], [-0.403, -3.120, -2.888], [0.736, -2.354, -2.695], [1.167, -1.902, -1.443], [3.027, -1.617, -1.266], [3.726, -0.558, -2.694], [3.967, -1.160, -4.079], [5.083, -0.069, -2.145], [2.828, 0.679, -2.833], [3.615, -3.421, -1.571], [3.199, -4.139, -2.863], [3.118, -4.303, -0.416], [5.151, -3.396, -1.482], [0.325, 1.672, 6.467], [1.340, 1.637, 5.018], [1.099, 0.169, 5.977], [-1.165, 1.652, 4.559], [-1.087, -1.126, 5.807], [-2.489, -0.379, 5.037], [-1.841, 0.303, 6.536], [1.602, -0.704, 3.995], [2.399, -2.651, 1.056], [3.632, -0.906, 3.220], [3.625, -0.516, 1.491], [4.479, -1.949, 2.071], [2.147, -2.884, 4.077], [3.159, -3.899, 3.050], [1.397, -3.949, 2.883], [-2.197, 0.572, 2.630], [-3.005, 0.205, 0.886], [-3.782, -1.653, -2.061], [-3.666, -0.047, -2.748], [-5.881, -0.429, -1.822], [-3.528, -2.564, 0.076], [-4.237, -1.596, 1.366], [-2.769, -2.471, 1.666], [-1.319, -3.332, 0.335], [-1.902, -4.264, -1.854], [-0.699, -3.420, -3.885], [1.347, -2.124, -3.559], [4.647, -2.010, -4.057], [4.434, -0.391, -4.704], [3.044, -1.458, -4.577], [5.798, -0.878, -2.005], [4.954, 0.436, -1.186], [5.518, 0.643, -2.854], [2.353, 0.729, -3.812], [3.386, 1.602, -2.674], [2.051, 0.660, -2.081], [2.175, -4.503, -2.796], [3.847, -5.014, -2.983], [3.286, -3.542, -3.764], [2.038, -4.233, -0.274], [3.616, -4.066, 0.524], [3.352, -5.344, -0.658], [5.611, -3.003, -2.388], [5.518, -4.417, -1.345], [5.493, -2.799, -0.633], [2.688, 5.877, -2.707], [2.258, 5.704, -1.269], [2.148, 4.295, -0.920], [0.762, 3.541, -0.876], [1.098, 1.659, -0.283], [-0.148, 3.518, -2.672], [-0.111, 4.375, 0.139], [-0.641, 3.867, 1.400], [0.395, 3.979, 2.493], [2.828, 6.940, -2.909], [1.939, 5.490, -3.396], [3.630, 5.360, -2.890], [1.314, 6.208, -1.060], [3.011, 6.097, -0.589], [-0.972, 2.838, 1.261], [-1.509, 4.491, 1.599], [1.214, 3.278, 2.325], [-0.064, 3.742, 3.452], [0.798, 4.992, 2.539], [-6.786, 1.609, 0.038], [-5.192, 1.177, -0.622], [-5.066, -0.231, -1.117], [-2.447, -0.318, -1.027], [-2.024, 1.087, -1.178], [-2.852, 2.122, -0.857], [-4.211, 2.157, -0.583], [-6.309, 1.972, 1.720], [-5.766, 0.984, 2.534], [-5.310, 1.333, 3.793], [-5.358, 2.575, 4.283], [-5.908, 3.505, 3.507], [-6.401, 3.257, 2.231], [-5.250, -0.912, -0.288], [-1.678, -0.927, -1.522], [-2.362, 3.089, -0.871], [-4.558, 3.143, -0.293], [-5.704, -0.038, 2.185], [-4.892, 0.579, 4.451], [-5.946, 4.507, 3.920], [-6.836, 4.053, 1.639], [-1.371, -0.901, -5.916], [-1.040, -0.120, -4.622], [-0.762, 0.450, -3.651], [-0.312, -1.020, -6.495], [-1.822, -1.966, -5.551], [-2.176, -0.259, -6.550]]
}

=====

{
  "formula": "C44H66AsBBrMnN4O4Si",
  "method": "ωB97M-V/def2-TZVPD",
  "e_homo_ha": [-0.3500, -0.3731],
  "charge": 1,
  "energy_ev": -231604.5237,
  "lumo_ev": [-1.7, -1.7],
  "s2": 8.76,
  "spin_multiplicity": 6,
  "de_lowest_kcal_mol": 2.3,
  "gap_ev": [7.833, 8.444],
  "species": ["Mn", "C", "C", "C", "O", "B", "O", "C", "C", "C", "H", "H", "H", "H", "H", "H", "H", "H", "H", "H", "H", "H", "O", "As", "C", "C", "C", "C", "C", "C", "C", "C", "C", "C", "C", "C", "C", "C", "C", "C", "C", "C", "H", "H", "H", "H", "H", "H", "H", "H", "H", "H", "H", "H", "H", "H", "H", "N", "C", "C", "C", "N", "H", "H", "H", "H", "C", "C", "C", "C", "Si", "Br", "C", "C", "C", "C", "C", "C", "C", "C", "H", "H", "H", "H", "H", "H", "H", "H", "H", "H", "H", "H", "H", "H", "H", "H", "H", "H", "H", "H", "H", "H", "H", "H", "H", "H", "H", "N", "C", "N", "C", "C", "O", "C", "C", "H", "H", "H", "H", "H", "H", "H", "H"],
  "positions_angstrom": [[-0.224, 0.757, 0.425], [4.655, 2.009, 0.569], [4.046, 1.041, 1.579], [4.661, 1.279, 2.946], [2.628, 1.336, 1.641], [1.942, 0.450, 0.803], [2.807, -0.552, 0.392], [4.060, -0.439, 1.104], [4.004, -1.446, 2.248], [5.188, -0.800, 0.153], [4.468, 3.029, 0.904], [4.195, 1.886, -0.412], [5.731, 1.867, 0.473], [4.546, 2.330, 3.214], [5.728, 1.050, 2.936], [4.187, 0.671, 3.714], [3.165, -1.234, 2.913], [4.926, -1.446, 2.831], [3.861, -2.443, 1.832], [5.172, -0.180, -0.740], [5.081, -1.840, -0.153], [6.158, -0.689, 0.641], [-0.746, 2.742, 0.278], [-1.622, 3.609, -0.846], [-3.427, 3.770, -0.247], [-4.285, 4.708, -0.810], [-5.598, 4.781, -0.369], [-6.040, 3.927, 0.632], [-5.174, 3.003, 1.201], [-3.860, 2.921, 0.763], [-0.902, 5.359, -1.080], [-0.651, 5.858, -2.352], [-0.137, 7.140, -2.491], [0.124, 7.907, -1.366], [-0.125, 7.402, -0.095], [-0.641, 6.125, 0.053], [-1.582, 2.715, -2.539], [-0.372, 2.162, -2.950], [-0.308, 1.479, -4.156], [-1.447, 1.348, -4.939], [-2.650, 1.905, -4.529], [-2.721, 2.596, -3.327], [-3.932, 5.389, -1.576], [-6.272, 5.509, -0.799], [-7.063, 3.990, 0.978], [-5.521, 2.351, 1.992], [-3.165, 2.219, 1.206], [-0.845, 5.253, -3.229], [0.063, 7.535, -3.477], [0.527, 8.905, -1.477], [0.084, 8.004, 0.778], [-0.831, 5.723, 1.041], [0.519, 2.270, -2.338], [0.628, 1.043, -4.477], [-1.395, 0.809, -5.876], [-3.534, 1.803, -5.144], [-3.664, 3.015, -2.998], [-3.072, -0.424, 0.867], [-4.255, -0.821, 0.377], [-4.173, -0.731, -0.995], [-2.875, -0.271, -1.244], [-2.213, -0.087, -0.107], [-2.745, -0.376, 1.822], [-5.051, -1.141, 1.026], [-4.935, -0.973, -1.713], [-2.387, -0.084, -2.187], [0.044, -4.478, -4.233], [-0.711, -4.493, -2.894], [-1.971, -3.637, -3.108], [-1.155, -5.937, -2.604], [0.402, -3.825, -1.477], [0.422, -1.570, -1.807], [2.245, -4.343, -1.591], [3.002, -3.966, -0.309], [2.374, -5.862, -1.798], [2.980, -3.622, -2.735], [-0.361, -4.058, 0.273], [-0.056, -5.466, 0.814], [-1.886, -3.894, 0.229], [0.157, -3.019, 1.281], [-0.640, -4.796, -5.026], [0.892, -5.159, -4.248], [0.399, -3.477, -4.486], [-2.550, -4.074, -3.927], [-1.715, -2.616, -3.391], [-2.618, -3.597, -2.234], [-1.712, -6.319, -3.465], [-1.816, -5.998, -1.739], [-0.316, -6.610, -2.435], [2.668, -4.532, 0.559], [2.916, -2.900, -0.091], [4.062, -4.197, -0.455], [1.867, -6.435, -1.021], [3.433, -6.135, -1.764], [1.989, -6.188, -2.763], [3.034, -2.549, -2.553], [2.528, -3.777, -3.710], [4.005, -4.002, -2.783], [-0.407, -6.254, 0.147], [-0.569, -5.598, 1.772], [1.006, -5.624, 0.993], [-2.377, -4.691, -0.328], [-2.179, -2.938, -0.206], [-2.273, -3.930, 1.254], [1.232, -3.051, 1.428], [-0.318, -3.208, 2.250], [-0.097, -2.000, 0.980], [-0.973, 0.546, 2.665], [-0.352, 0.786, 3.617], [0.348, 1.042, 4.694], [-0.299, 0.896, 6.010], [-0.887, 2.233, 6.430], [0.100, 3.244, 6.410], [0.640, 3.427, 5.112], [1.316, 2.160, 4.624], [0.472, 0.581, 6.715], [-1.061, 0.119, 5.952], [-1.269, 2.181, 7.448], [-1.714, 2.503, 5.757], [1.360, 4.241, 5.182], [-0.155, 3.719, 4.412], [2.150, 1.898, 5.276], [1.681, 2.246, 3.601]]
}